Formula: C21H22MnN4O
Source: the OMol25 dataset
Level of theory: wB97M-V/def2-TZVPD

Atoms and positions in Å:
Mn (0.7525, -0.3951, 0.2471)
C (-0.9369, 4.0723, -2.3974)
C (-1.9822, 3.6032, -1.6118)
C (-1.7428, 2.6869, -0.6008)
C (-0.4425, 2.2444, -0.3600)
C (0.6033, 2.7124, -1.1481)
C (0.3530, 3.6213, -2.1655)
N (-0.1572, 1.2567, 0.6211)
C (-0.6270, 1.3342, 1.9004)
C (-1.3738, 2.4089, 2.4441)
C (-1.7694, 2.3711, 3.7538)
C (-1.4618, 1.2965, 4.6221)
C (-0.7009, 0.2685, 4.1543)
C (-0.2771, 0.2959, 2.8074)
N (0.5625, -0.6252, 2.2490)
N (1.0778, -1.6053, 2.8484)
C (1.9126, -2.3461, 1.9814)
C (2.6547, -3.3981, 2.4842)
C (3.4757, -4.0902, 1.6058)
C (3.5250, -3.7243, 0.2671)
C (2.7423, -2.6699, -0.1651)
N (1.9570, -1.9925, 0.6771)
H (-1.1302, 4.7835, -3.1885)
H (-2.9938, 3.9410, -1.7929)
H (-2.5708, 2.2914, -0.0262)
H (1.6165, 2.3791, -0.9552)
H (1.1727, 3.9806, -2.7729)
H (-1.6099, 3.2646, 1.8306)
H (-2.3384, 3.2040, 4.1471)
H (-1.8143, 1.3127, 5.6428)
H (-0.4037, -0.5644, 4.7762)
H (2.5852, -3.6512, 3.5312)
H (4.0745, -4.9149, 1.9675)
H (4.1503, -4.2519, -0.4373)
H (2.7058, -2.3517, -1.1990)
C (-0.5732, -0.1504, -3.5350)
C (-0.5547, -1.0779, -2.3285)
C (-1.8624, -0.9996, -1.5519)
C (-0.2561, -2.5153, -2.7343)
O (0.5287, -0.6441, -1.4911)
H (-1.3464, -0.4520, -4.2426)
H (0.3904, -0.1787, -4.0431)
H (-0.7709, 0.8758, -3.2208)
H (-2.6840, -1.3925, -2.1520)
H (-2.0970, 0.0286, -1.2843)
H (-1.8120, -1.6057, -0.6392)
H (-1.0546, -2.9076, -3.3652)
H (-0.1743, -3.1587, -1.8552)
H (0.6777, -2.5700, -3.2946)

Cartesian forces (eV/Å) of the 6 atoms listed first:
Mn -0.44 0.13 -0.39
C -0.06 0.00 0.01
C 0.02 0.02 -0.03
C 0.05 -0.10 -0.13
C -0.08 -0.06 -0.08
C -0.07 0.12 0.03

Properties
gap between HOMO and LUMO (spin up / spin down)	0.213 / 0.211	Eh
HOMO (spin up / spin down)	-10.7948 / -10.9588	eV
2S+1	5
charge	+1

natural (NBO) population analysis, charges in e, atoms 1 to 8:
1. Mn 1.58
2. C -0.21
3. C -0.19
4. C -0.27
5. C 0.20
6. C -0.25
7. C -0.18
8. N -0.67



Formula: C21H22N10PtS3
Source: the OMol25 dataset
Level of theory: wB97M-V/def2-TZVPD

Atoms and positions in Å:
Pt (-0.3662, -0.2127, -0.8283)
S (0.2873, -1.2087, 1.2004)
C (0.5350, -2.8752, 0.8161)
C (1.0006, -3.7002, 1.8305)
C (1.2346, -5.0655, 1.6044)
C (1.7210, -5.8770, 2.6793)
N (2.1260, -6.5139, 3.5444)
C (0.9905, -5.6078, 0.3456)
C (0.5156, -4.7832, -0.6846)
C (0.2864, -3.4264, -0.4747)
S (-0.2908, -2.5025, -1.8043)
C (1.2166, -6.9977, 0.0850)
N (1.4062, -8.1088, -0.1328)
H (1.1908, -3.2933, 2.8149)
H (0.3263, -5.2155, -1.6584)
N (-4.8030, -0.2991, -0.6058)
C (-3.6689, -0.6523, -0.0021)
N (-2.6558, -0.2665, -0.7552)
C (-3.2525, 0.3256, -1.8310)
N (-4.5593, 0.3239, -1.7694)
C (-2.4615, 0.8816, -2.9297)
C (-3.0302, 1.5215, -4.0244)
N (-2.2814, 2.0136, -5.0010)
C (-0.9667, 1.8727, -4.8920)
C (-0.3844, 1.2372, -3.8029)
N (-1.1372, 0.7406, -2.8275)
H (-5.7548, -0.4477, -0.3034)
H (-3.6199, -1.1710, 0.9407)
H (-4.1047, 1.6321, -4.1007)
H (-0.3543, 2.2750, -5.6890)
H (0.6871, 1.1283, -3.7091)
C (2.0785, 3.7617, 0.6920)
N (1.1288, 3.3146, 1.7102)
C (1.1369, 4.1329, 2.9283)
C (0.1461, 2.4546, 1.4333)
S (-0.3359, 2.2336, -0.2104)
N (-0.4694, 1.8218, 2.4491)
C (0.1979, 1.5097, 3.7116)
C (-1.8423, 1.3505, 2.3612)
H (3.0109, 4.0154, 1.1935)
H (1.7038, 4.6432, 0.1700)
H (2.2543, 2.9698, -0.0287)
H (1.3129, 5.1657, 2.6309)
H (1.9251, 3.8308, 3.6172)
H (0.1728, 4.0828, 3.4240)
H (1.2742, 1.6022, 3.5999)
H (-0.0365, 0.4757, 3.9679)
H (-0.1403, 2.1479, 4.5283)
H (-2.3198, 1.7550, 1.4748)
H (-2.3834, 1.6798, 3.2494)
H (-1.8749, 0.2573, 2.3300)
C (4.3381, 0.2158, -2.3669)
C (2.9618, 0.1034, -1.9079)
N (1.8777, 0.0161, -1.5468)
H (5.0138, 0.1337, -1.5171)
H (4.4839, 1.1798, -2.8519)
H (4.5526, -0.5815, -3.0767)

Cartesian forces (eV/Å) of the 6 atoms listed first:
Pt -0.01 -0.03 -0.13
S 0.02 -0.02 0.07
C 0.00 0.00 0.00
C 0.00 0.00 0.00
C -0.02 0.02 0.02
C 0.04 -0.03 -0.04

Properties
gap between HOMO and LUMO (spin up / spin down)	0.254 / 0.180	Eh
HOMO (spin up / spin down)	-12.9021 / -14.3824	eV
2S+1	5
charge	+2

natural (NBO) population analysis, charges in e, atoms 1 to 8:
1. Pt 0.90
2. S 0.26
3. C -0.26
4. C -0.10
5. C -0.01
6. C 0.20
7. N -0.15
8. C -0.09



Formula: C21H22N2O3
Source: the OMol25 dataset
Level of theory: wB97M-V/def2-TZVPD

Atoms and positions in Å:
C (4.0416, 3.7821, 4.2091)
C (4.4527, 2.3135, 4.1519)
O (3.4064, 1.4402, 4.5259)
C (2.3847, 1.1930, 3.6633)
C (2.3096, 1.6262, 2.3431)
C (1.2187, 1.2857, 1.5641)
C (0.1837, 0.5151, 2.0785)
C (0.2563, 0.0760, 3.3977)
C (1.3437, 0.4130, 4.1726)
H (1.4126, 0.0783, 5.1952)
H (-0.5388, -0.5236, 3.8068)
N (-0.8970, 0.2209, 1.2318)
C (-1.9999, -0.5171, 1.4884)
O (-2.2744, -1.0577, 2.5346)
C (-2.9556, -0.5992, 0.2784)
N (-2.2737, -0.6508, -0.9803)
C (-2.2288, 0.3255, -1.9133)
C (-1.4384, -0.0431, -2.9835)
C (-0.9556, -1.3661, -2.6796)
C (-0.1422, -2.3059, -3.3146)
C (0.1114, -3.5057, -2.6857)
C (-0.4188, -3.8045, -1.4302)
C (-1.2313, -2.9045, -0.7758)
C (-1.4963, -1.7004, -1.4135)
H (-1.6423, -3.1240, 0.1976)
H (-0.1890, -4.7525, -0.9685)
H (0.7400, -4.2352, -3.1746)
H (0.2905, -2.1154, -4.2827)
C (-1.2503, 0.8583, -4.1165)
O (-1.8122, 1.9379, -4.1503)
C (-0.3128, 0.4317, -5.2260)
C (1.1394, 0.5959, -4.7745)
H (1.8170, 0.2797, -5.5646)
H (1.3403, 1.6403, -4.5466)
H (1.3412, 0.0045, -3.8842)
H (-0.5167, -0.6010, -5.5082)
H (-0.4981, 1.0748, -6.0882)
H (-2.7661, 1.2475, -1.7937)
H (-3.6055, 0.2806, 0.2991)
H (-3.5791, -1.4884, 0.4152)
H (-0.8080, 0.6105, 0.3017)
H (1.1749, 1.6294, 0.5394)
H (3.0904, 2.2247, 1.9016)
H (5.2393, 2.1208, 4.8869)
H (4.8400, 2.0536, 3.1589)
H (4.8940, 4.4112, 3.9680)
H (3.6928, 4.0269, 5.2091)
H (3.2385, 3.9893, 3.5060)

Cartesian forces (eV/Å) of the 6 atoms listed first:
C -0.04 -0.42 0.00
C 0.21 0.36 -0.06
O -0.14 -0.14 0.11
C -0.27 -0.15 -0.03
C 0.26 0.06 0.19
C -0.23 -0.16 0.08

Properties
gap between HOMO and LUMO	0.312	Eh
structure (SMILES)	CCOc1ccc(NC(=O)Cn2cc(C(=O)CC)c3ccccc32)cc1
HOMO	-8.0734	eV
2S+1	1
charge	0

natural (NBO) population analysis, charges in e, atoms 1 to 8:
1. C -0.64
2. C -0.06
3. O -0.49
4. C 0.28
5. C -0.25
6. C -0.23
7. C 0.11
8. C -0.21



Formula: C21H22N2O4S
Source: the OMol25 dataset
Level of theory: wB97M-V/def2-TZVPD

Atoms and positions in Å:
C (2.0021, 3.4659, -0.3533)
C (0.7930, 2.6033, -0.1743)
C (0.6787, 1.6131, 0.7955)
C (-0.4772, 0.8686, 0.9280)
C (-1.5619, 1.0689, 0.0779)
C (-1.4543, 2.0458, -0.9128)
C (-0.3037, 2.7987, -1.0169)
H (-0.2352, 3.5602, -1.7805)
H (-2.2616, 2.2036, -1.6091)
C (-2.7446, 0.2431, 0.2357)
C (-4.0704, 0.4118, -0.0980)
C (-4.6820, -0.7893, 0.3621)
N (-3.7921, -1.5750, 0.9084)
O (-2.5969, -0.9532, 0.8452)
C (-6.1138, -1.1661, 0.2726)
H (-6.7254, -0.4527, 0.8235)
H (-6.2525, -2.1565, 0.6948)
H (-6.4395, -1.1657, -0.7663)
C (-4.7587, 1.5599, -0.7445)
H (-5.8047, 1.5784, -0.4469)
H (-4.2931, 2.4993, -0.4545)
H (-4.7194, 1.4713, -1.8308)
H (-0.5380, 0.1311, 1.7096)
S (2.0014, 1.0451, 1.8827)
O (3.0869, 1.9792, 1.9606)
O (1.4259, 0.6128, 3.1162)
N (2.6028, -0.2766, 1.0218)
C (1.8657, -1.4607, 0.8356)
C (0.9578, -1.9212, 1.7846)
C (0.1951, -3.0495, 1.5484)
C (0.3373, -3.7540, 0.3653)
C (1.2887, -3.3556, -0.5530)
C (2.0657, -2.2282, -0.3210)
O (3.0253, -1.9291, -1.2531)
C (4.0310, -1.0531, -0.7829)
C (4.9009, -0.6586, -1.9662)
H (5.7141, -0.0202, -1.6346)
H (5.3109, -1.5516, -2.4290)
H (4.3045, -0.1295, -2.7049)
C (3.3645, 0.1557, -0.1311)
H (4.1017, 0.8788, 0.2170)
H (2.7097, 0.6316, -0.8762)
H (4.6333, -1.5741, -0.0220)
H (1.4580, -3.9046, -1.4659)
H (-0.2709, -4.6228, 0.1686)
H (-0.5178, -3.3713, 2.2906)
H (0.8572, -1.3821, 2.7110)
H (2.7253, 3.2964, 0.4360)
H (2.4697, 3.2645, -1.3172)
H (1.7064, 4.5140, -0.3463)

Cartesian forces (eV/Å) of the 6 atoms listed first:
C 0.16 0.12 0.00
C 0.02 0.12 -0.13
C 0.41 -0.16 0.40
C -0.45 -0.08 -0.02
C 0.47 0.02 0.13
C 0.00 -0.15 0.15

Properties
gap between HOMO and LUMO	0.313	Eh
structure (SMILES)	Cc1ccc(-c2onc(C)c2C)cc1S(=O)(=O)N1C[C@H](C)Oc2ccccc21
HOMO	-8.2021	eV
2S+1	1
charge	0

natural (NBO) population analysis, charges in e, atoms 1 to 8:
1. C -0.66
2. C 0.00
3. C -0.27
4. C -0.17
5. C -0.10
6. C -0.16
7. C -0.20
8. H 0.22



Formula: C21H22N3O8Sn
Source: the OMol25 dataset
Level of theory: wB97M-V/def2-TZVPD

Atoms and positions in Å:
Sn (-0.5702, -1.3433, 0.4813)
C (2.5615, 0.5866, 1.3968)
C (2.8503, -0.3543, 0.3603)
C (2.6263, 0.2829, -0.8893)
H (3.2010, -1.3743, 0.5051)
C (2.1790, 1.6134, -0.6282)
C (2.1383, 1.7906, 0.7901)
H (1.8366, 2.6886, 1.3143)
H (2.6871, 0.4039, 2.4558)
H (2.7986, -0.1515, -1.8654)
H (1.9402, 2.3735, -1.3727)
C (-2.5172, 0.0609, 0.8770)
C (-1.7724, 1.1992, 1.4159)
C (-1.3234, 1.9716, 0.3507)
H (-1.6663, 1.4321, 2.4738)
C (-1.7917, 1.4099, -0.8782)
C (-2.5473, 0.2532, -0.5776)
H (-3.0859, -0.3801, -1.2739)
H (-3.2322, -0.5473, 1.4355)
H (-0.7635, 2.9099, 0.4341)
H (-1.6569, 1.8527, -1.8567)
O (0.5386, -2.8120, -0.6919)
C (-0.4129, -0.5135, -4.2203)
C (0.2521, -1.7457, -3.7566)
C (0.3252, 0.7002, -3.9858)
C (-1.8555, -0.5788, -4.1998)
C (0.6297, -2.7068, -2.0537)
H (1.2885, -1.6805, -4.0983)
H (-0.2843, -2.5684, -4.2351)
H (0.1655, -3.6299, -2.4283)
H (1.7111, -2.7442, -2.2628)
H (0.2733, 1.4125, -4.8247)
H (1.3858, 0.4500, -3.8142)
H (-0.0538, 1.2218, -3.0872)
H (-2.3069, -0.4360, -5.1940)
H (-2.2782, 0.1821, -3.5134)
H (-2.1604, -1.5681, -3.8697)
O (-1.2699, -0.7701, 8.4308)
N (-1.6643, -1.5908, 7.5754)
O (-2.4058, -2.5522, 7.8595)
C (-1.2390, -1.4057, 6.2133)
C (-0.4410, -0.2859, 5.9031)
C (-0.0634, -0.0915, 4.5979)
C (-0.3667, -1.0020, 3.5733)
O (0.1962, -0.8324, 2.3876)
C (-1.2331, -2.0765, 3.8941)
C (-1.6289, -2.3053, 5.2107)
N (-1.7164, -3.0296, 2.9252)
O (-2.2713, -4.0545, 3.3159)
O (-1.5966, -2.8192, 1.6180)
N (0.7326, 1.1286, 4.2897)
O (0.5241, 1.7377, 3.2302)
O (1.5856, 1.4883, 5.1236)
H (-0.1536, 0.4192, 6.6924)
H (-2.2370, -3.1818, 5.4594)

Cartesian forces (eV/Å) of the 6 atoms listed first:
Sn 1.12 2.76 -1.20
C 0.26 -0.13 -1.06
C -0.23 0.43 0.28
C -0.39 0.41 0.55
H -0.03 0.18 -0.04
C 0.14 -0.32 0.70

Properties
gap between HOMO and LUMO (spin up / spin down)	0.124 / 0.102	Eh
HOMO (spin up / spin down)	-3.0036 / -2.8681	eV
2S+1	1
charge	-1

natural (NBO) population analysis, charges in e, atoms 1 to 8:
1. Sn 1.66
2. C -0.32
3. C -0.38
4. C -0.36
5. H 0.19
6. C -0.36
7. C -0.35
8. H 0.19



Formula: C21H22N8O3RhSe
Source: the OMol25 dataset
Level of theory: wB97M-V/def2-TZVPD

Atoms and positions in Å:
Rh (1.1124, 0.7008, -0.2896)
N (2.1341, 0.5483, -2.1002)
C (3.4610, -0.0883, -1.8340)
C (3.6733, -0.5068, -0.3617)
O (4.5242, -1.3662, -0.1089)
N (2.9044, 0.1853, 0.4609)
C (2.8937, 0.0745, 1.8998)
C (1.4461, 0.0238, 2.4137)
O (1.1922, -0.5061, 3.4785)
O (0.5545, 0.6150, 1.6591)
H (1.5632, 0.0172, -2.7496)
H (2.2514, 1.4704, -2.5087)
H (4.2486, 0.6302, -2.0629)
H (3.6144, -0.9512, -2.4811)
H (3.3076, 0.9957, 2.3287)
H (3.4756, -0.7662, 2.2745)
N (1.6745, 2.6298, -0.2127)
C (2.2501, 3.5799, -0.5308)
C (2.9115, 4.7227, -0.9642)
C (3.4493, 5.6533, -0.0472)
N (3.8904, 6.4160, 0.6986)
C (3.0831, 4.8656, -2.3603)
N (3.1966, 4.9405, -3.5080)
C (-5.7420, -0.9729, 1.7298)
C (-4.5855, -0.4250, 0.9362)
C (-3.9215, 0.7276, 1.3332)
C (-2.8499, 1.2464, 0.6137)
C (-2.1417, 2.4685, 1.1243)
C (-2.4311, 0.5946, -0.5592)
Se (-0.9672, 1.3428, -1.5536)
C (-3.0815, -0.5792, -0.9683)
C (-2.6845, -1.3565, -2.1963)
C (-4.1473, -1.0633, -0.2142)
H (-5.9348, -0.3637, 2.6126)
H (-5.5438, -1.9938, 2.0626)
H (-6.6551, -0.9966, 1.1311)
H (-4.2350, 1.2349, 2.2399)
H (-2.5612, 2.7826, 2.0803)
H (-2.2198, 3.2912, 0.4110)
H (-1.0770, 2.2667, 1.2574)
H (-1.7963, -0.9351, -2.6586)
H (-3.4916, -1.3462, -2.9325)
H (-2.4884, -2.4010, -1.9387)
H (-4.6421, -1.9750, -0.5390)
N (2.4022, -4.4334, -0.1551)
C (1.3768, -3.5329, 0.0580)
C (1.4278, -2.2776, -0.5508)
N (0.5467, -1.3289, -0.2645)
C (-0.4757, -1.6617, 0.5383)
C (-0.5699, -2.9473, 1.0349)
N (0.3585, -3.8778, 0.8318)
H (3.3106, -4.0011, -0.2537)
H (2.3954, -5.1933, 0.5080)
H (2.2108, -2.0623, -1.2584)
H (-1.1875, -0.8946, 0.7867)
H (-1.4107, -3.2204, 1.6592)

Cartesian forces (eV/Å) of the 6 atoms listed first:
Rh -0.06 -0.12 -0.07
N -0.05 -0.02 0.05
C 0.03 0.05 -0.05
C 0.13 0.12 0.02
O 0.05 0.06 0.01
N -0.14 -0.08 -0.01

Properties
gap between HOMO and LUMO	0.260	Eh
HOMO	-5.2195	eV
2S+1	1
charge	-1

natural (NBO) population analysis, charges in e, atoms 1 to 8:
1. Rh 0.90
2. N -0.73
3. C -0.33
4. C 0.63
5. O -0.71
6. N -0.60
7. C -0.36
8. C 0.78



Number 1: electronic energy -61456.642 eV. Number 2: electronic energy -72770.624 eV. Number 3: electronic energy -31257.536 eV. Number 4: electronic energy -44138.211 eV. Number 5: electronic energy -48800.009 eV. Number 6: electronic energy -108555.841 eV.